No. 1
This record from OMol25 describes a molecular structure, C5F15NO13S5Sn. The level of theory is ωB97M-V/def2-TZVPD.

The geometry in XYZ format:
```
40
Properties=species:S:1:pos:R:3:forces:R:3
Sn -1.5348 -0.1203 0.1831 2.1 0.7 -1.5
C -0.8544 -3.1154 -2.0431 3.3 0.0 -0.2
F -1.9601 -2.9447 -1.3795 -1.6 0.3 0.7
F -0.9689 -4.0612 -2.9603 -0.2 0.0 0.4
F -0.5111 -1.9699 -2.6518 -0.2 -0.5 0.5
S 0.5991 -3.5983 -0.8126 -1.4 -2.2 -1.0
O 0.1841 -4.7874 -0.0577 0.0 2.3 -1.0
O 1.7326 -3.7709 -1.7001 -1.1 0.9 0.9
N 0.5884 -2.1438 0.1228 -2.6 -1.6 -1.4
S 2.0135 -2.2052 0.7257 5.2 1.1 2.2
O 2.4792 -3.5277 1.1330 -1.2 1.3 -0.3
O 2.9443 -1.4220 -0.0436 -0.5 0.0 0.4
C 1.9040 -1.2728 2.4066 1.2 0.0 -0.4
F 1.3695 -0.0281 2.2813 0.1 -1.4 0.2
F 1.2275 -2.0333 3.2652 -0.4 0.6 0.0
F 3.1685 -1.1302 2.9245 -1.5 -0.1 -0.9
C -0.6196 1.3053 5.1099 -0.5 1.2 -0.9
F -0.2539 1.9029 6.2377 0.7 0.2 -0.5
F 0.3294 0.5130 4.6234 -0.2 0.1 0.7
F -1.7139 0.6545 5.3981 -1.0 -1.7 0.2
S -1.1899 2.4828 3.7525 0.5 2.8 -0.2
O -2.4264 3.1278 4.1827 1.4 -1.1 -0.1
O -0.0662 3.4950 3.6739 -1.1 -1.4 -0.1
O -1.2999 1.6987 2.5289 0.0 -0.7 0.1
C -3.2185 -0.9328 -4.4387 1.9 1.9 0.1
F -2.3473 -1.9561 -4.5678 -0.9 0.4 -0.1
F -3.6964 -0.6024 -5.6632 -0.5 -1.1 1.2
F -4.1372 -1.2917 -3.5140 0.1 0.2 -1.3
S -2.2718 0.6901 -3.8945 -0.4 1.7 -2.6
O -1.0519 0.7539 -4.7186 -2.1 -0.5 1.3
O -3.2504 1.7885 -4.0889 1.5 -2.2 0.4
O -2.0181 0.4026 -2.4855 0.4 -0.6 2.9
C 3.0018 3.0746 -0.8682 -2.7 -2.3 0.5
F 3.8693 2.1683 -0.3394 -0.7 1.5 -0.9
F 3.3294 4.3102 -0.7188 1.4 1.2 0.3
F 2.7874 2.8451 -2.1868 0.5 -0.2 1.4
S 1.2361 2.9512 0.0606 0.6 -2.8 -3.6
O 0.9814 1.4717 0.0261 -0.7 1.4 0.4
O 1.2565 3.5755 1.3394 0.4 0.6 2.0
O 0.3887 3.7031 -0.8423 -0.1 0.0 0.0
```
Forces are in eV/Å.

## Properties
- Net charge: -1
- HOMO level (spin up / spin down): -7.83 / -7.52 eV
- 2S+1: 2

Atomic partial charges in e from the Mulliken method, atoms 1 to 4: number 1, Sn, carries 1.543; number 2, C, carries 0.625; number 3, F, carries -0.229; number 4, F, carries -0.200



No. 2
This record from OMol25 describes a molecular structure, C5F15NO13S5Sn. The level of theory is ωB97M-V/def2-TZVPD.

The geometry in XYZ format:
```
40
Properties=species:S:1:pos:R:3:forces:R:3
Sn -9.8334 12.3534 5.1108 0.1 0.1 0.5
C -14.0782 10.9731 9.2330 0.4 -4.0 -1.2
F -13.1040 11.7747 8.9958 1.6 1.7 0.2
F -14.0652 10.5562 10.5067 -0.3 0.6 -0.2
F -15.1850 11.4902 8.8460 -1.7 1.2 0.7
S -13.7668 9.4127 8.1084 1.4 1.7 0.0
O -12.3183 9.2650 8.2075 -1.3 -0.2 -0.4
O -14.6454 8.3541 8.5530 0.8 0.8 -0.7
N -14.0857 10.1704 6.5503 2.2 -0.7 3.2
S -15.5111 9.7388 6.2266 -4.1 -3.2 -3.2
O -15.5741 8.3602 5.6306 0.1 3.0 0.8
O -16.5479 10.0374 7.1897 0.2 0.1 -0.4
C -15.9609 10.9303 4.7548 1.5 -0.3 2.0
F -14.9778 10.9645 3.8828 1.6 0.1 -0.9
F -16.9978 10.5379 4.0990 -2.0 -0.7 -0.4
F -16.1528 12.1867 5.1814 -0.2 0.0 0.2
C -4.9239 10.3368 11.4981 -0.3 1.0 -1.3
F -4.7883 10.2624 12.8135 0.0 -0.3 0.0
F -3.6862 10.3410 10.9298 -1.0 -0.8 0.5
F -5.6492 9.2797 11.0457 0.9 0.6 0.5
S -5.7100 11.9897 10.9796 1.9 1.6 -1.6
O -6.3039 11.7428 9.6381 0.8 0.1 1.9
O -6.6153 12.4396 12.0028 -0.5 -0.7 0.2
O -4.4775 12.8397 10.9666 -1.9 -1.4 -0.3
C -1.8022 12.7166 4.8132 -1.8 0.4 -3.2
F -0.6227 12.6112 4.1790 0.2 -0.1 0.3
F -2.1737 11.5211 5.2373 0.1 -0.4 0.5
F -1.6995 13.5531 5.7954 0.3 0.6 1.1
S -3.1339 13.3450 3.4930 -1.3 2.3 2.2
O -3.2945 12.3220 2.5212 0.2 -1.7 -0.8
O -4.3582 13.5885 4.3126 1.4 -0.7 -0.5
O -2.6259 14.5979 2.9614 0.6 -0.3 0.3
C -12.7149 17.7949 10.1185 2.3 1.7 -0.9
F -13.6216 17.0967 9.4502 -0.5 0.5 0.4
F -13.1879 18.9701 10.6615 -0.2 -1.1 -1.3
F -12.2864 17.1228 11.1538 0.1 -1.1 0.7
S -11.1507 18.1242 8.9119 1.3 1.5 -0.1
O -10.8965 16.9038 8.1733 -0.9 -0.8 0.2
O -11.5068 19.2486 8.0573 -1.0 -0.4 0.4
O -10.0036 18.4714 9.7466 -1.1 -0.4 0.6
```
Forces are in eV/Å.

## Properties
- Net charge: -2
- HOMO level: -5.20 eV
- 2S+1: 1

Atomic partial charges in e from the Mulliken method, atoms 1 to 4: number 1, Sn, carries 1.220; number 2, C, carries 0.745; number 3, F, carries -0.228; number 4, F, carries -0.229



No. 3
This record from OMol25 describes C5H10 in the gas phase. The level of theory is ωB97M-V/def2-TZVPD.

The geometry in XYZ format:
```
15
Properties=species:S:1:pos:R:3:forces:R:3
C 0.6472 -1.1900 1.5613 2.0 -0.7 0.0
C 0.0080 0.0101 1.0145 -1.0 0.7 -0.8
C -0.1669 0.2976 -0.2797 -0.8 -1.0 -0.1
C -1.1516 1.3366 -0.7641 2.1 1.0 0.2
C 0.5741 -0.3769 -1.3980 1.3 -0.9 0.5
H 1.7408 -1.1742 1.3663 -0.3 0.1 0.3
H 0.5160 -1.2556 2.6378 0.0 -0.1 0.0
H 0.3490 -2.1372 1.1017 -0.4 0.2 0.0
H -0.4120 0.7008 1.7340 -0.4 -0.1 0.1
H -1.7505 1.0747 -1.6316 -0.4 -0.6 0.4
H -0.4898 2.1102 -1.1918 -0.4 0.3 0.1
H -1.6683 1.7719 0.0880 -0.4 0.0 -0.3
H 0.0553 -1.1179 -2.0085 -0.7 0.7 -0.3
H 1.4332 -1.0089 -1.0989 -0.3 0.5 0.6
H 1.0423 0.4379 -1.9485 -0.2 -0.2 -0.7
```
Forces are in eV/Å.

## Properties
- Structure (SMILES): CC=C(C)C
- HOMO level: -8.57 eV
- 2S+1: 1

Atomic partial charges in e from the Mulliken method, atoms 1 to 4: number 1, C, carries -1.221; number 2, C, carries -0.215; number 3, C, carries 0.804; number 4, C, carries -1.276



No. 4
This record from OMol25 describes C5H10 in the gas phase. The level of theory is ωB97M-V/def2-TZVPD.

The geometry in XYZ format:
```
15
Properties=species:S:1:pos:R:3:forces:R:3
C -0.1459 1.6478 -1.3417 -0.3 0.6 -0.3
C -0.4065 0.3510 -1.3116 0.6 0.2 0.7
C 0.5588 -0.6490 -0.7342 -0.3 -0.6 -0.1
C 0.1852 -1.1295 0.6856 -0.9 -0.3 -0.6
C -0.2689 -0.0446 1.6470 1.5 0.4 1.1
H 0.7653 2.0897 -0.9537 0.2 -0.3 -0.1
H -0.8287 2.3898 -1.7467 -0.2 -0.2 0.0
H -1.3722 -0.0360 -1.6109 -0.1 0.0 -0.2
H 0.5142 -1.5240 -1.3948 0.3 0.0 0.1
H 1.5892 -0.3063 -0.7335 0.1 0.4 -0.1
H 0.9831 -1.7450 1.0930 0.2 0.1 0.0
H -0.6481 -1.8250 0.5441 0.0 -0.1 0.2
H 0.3127 0.8760 1.5466 -0.4 0.3 -0.8
H -1.3367 0.1465 1.6471 0.1 0.1 0.0
H 0.0985 -0.2413 2.6637 -0.7 -0.7 0.1
```
Forces are in eV/Å.

## Properties
- Structure (SMILES): C=CCCC
- HOMO level: -9.61 eV
- 2S+1: 1

Atomic partial charges in e from the Mulliken method, atoms 1 to 4: number 1, C, carries -0.714; number 2, C, carries -0.090; number 3, C, carries -0.685; number 4, C, carries -0.425



No. 5
This record from OMol25 describes a molecular structure, C5H10AuO3. The level of theory is ωB97M-V/def2-TZVPD.

The geometry in XYZ format:
```
19
Properties=species:S:1:pos:R:3:forces:R:3
C -0.1316 -2.5434 0.4325 -0.4 -0.4 1.4
O 0.5167 -2.1781 -0.7461 -0.5 -0.9 -0.7
C -1.3430 -1.6468 0.7177 -0.7 -2.0 0.9
O -0.9545 -0.3147 0.4697 -1.4 2.5 1.4
C -0.7964 0.9807 1.1720 -2.5 -0.2 1.3
C 0.5460 1.5637 0.9747 1.0 -2.6 -2.1
O 0.8040 1.5646 -0.4948 -0.7 3.9 2.9
C 1.4245 2.7192 -1.0066 1.0 1.5 -0.8
Au 0.4346 -0.2659 -0.8685 3.6 -3.5 -4.5
H 0.5527 -2.4895 1.3050 -0.1 0.0 -0.3
H -0.5002 -3.5866 0.3918 0.2 0.4 -0.2
H -1.7126 -1.7512 1.7498 0.1 0.0 -0.4
H -2.1391 -1.8636 -0.0129 0.1 0.2 0.4
H -0.9868 0.7847 2.2366 0.0 0.3 -0.3
H -1.5947 1.5817 0.7105 0.3 0.1 0.5
H 1.3252 0.9038 1.4031 0.2 1.3 0.4
H 1.2668 2.7457 -2.0933 0.0 -0.1 0.4
H 0.9795 3.6123 -0.5447 0.1 -0.3 -0.2
H 2.5032 2.7025 -0.7911 -0.3 -0.1 -0.1
```
Forces are in eV/Å.

## Properties
- Net charge: +1
- HOMO level (spin up / spin down): -13.46 / -13.36 eV
- 2S+1: 3

Atomic partial charges in e from the Mulliken method, atoms 1 to 4: number 1, C, carries -0.440; number 2, O, carries -0.639; number 3, C, carries -0.213; number 4, O, carries -0.331



No. 6
This record from OMol25 describes 2 unconnected molecules or ions with the total composition C5H10BN. The level of theory is ωB97M-V/def2-TZVPD.

The geometry in XYZ format:
```
17
Properties=species:S:1:pos:R:3:forces:R:3
B -0.8736 0.2368 0.1900 1.3 -1.3 -1.1
C -2.0328 -1.3038 -1.4162 0.2 0.1 0.1
C -0.1203 1.9874 1.8953 -0.1 -0.2 -0.3
C -1.9586 -0.1242 -0.7802 -0.2 0.2 -0.2
C -0.4087 0.7337 1.5064 0.2 0.3 0.4
C 2.3341 -0.5322 -0.3087 0.4 0.2 0.1
N 1.1425 -1.0901 -0.8699 -1.8 0.6 0.6
H -2.8648 -1.5658 -2.0529 -0.1 0.1 0.0
H -1.2525 -2.0369 -1.2946 0.2 -0.1 0.0
H 0.2523 2.2097 2.8818 0.1 0.0 0.1
H -0.2656 2.8270 1.2339 0.0 0.1 -0.1
H -2.7598 0.5920 -0.9570 -0.1 0.0 0.1
H -0.2191 -0.0513 2.2368 0.0 -0.1 0.0
H 3.2179 -0.8913 -0.8614 0.0 0.0 0.1
H 2.3818 0.5685 -0.3310 0.0 -0.1 0.1
H 2.4284 -0.8608 0.7277 0.1 0.1 0.0
H 0.9988 -0.6989 -1.8002 0.0 0.1 0.0
```
Forces are in eV/Å.

## Properties
- HOMO level (spin up / spin down): -6.62 / -8.33 eV
- 2S+1: 1

Atomic partial charges in e from the Mulliken method, atoms 1 to 4: number 1, B, carries 0.189; number 2, C, carries -0.647; number 3, C, carries -0.724; number 4, C, carries -0.132



No. 7
This record from OMol25 describes 2 unconnected molecules or ions with the total composition C5H10BN. The level of theory is ωB97M-V/def2-TZVPD.

The geometry in XYZ format:
```
17
Properties=species:S:1:pos:R:3:forces:R:3
B -1.4176 -2.4875 -0.4954 0.3 -0.5 0.3
C 2.4859 0.5552 -0.4196 1.2 -1.5 1.1
C -1.0174 0.3474 0.5449 -1.4 1.2 -1.6
C -0.5625 1.2621 1.6347 -0.1 0.3 1.0
C 1.4538 0.2901 0.3719 -0.1 2.0 -0.5
C 0.2789 1.1500 0.3522 -2.1 -1.3 1.1
N -1.3866 -2.3480 -1.8533 -2.0 -1.6 1.2
H 3.3805 -0.0321 -0.1934 -0.1 0.1 -0.6
H 2.5740 1.3181 -1.1772 -0.4 0.2 0.1
H -0.9304 -0.6986 0.4902 0.9 -1.3 1.3
H -1.9408 0.3926 -0.1060 0.9 1.4 0.8
H -1.1331 2.1655 2.0550 0.8 -1.2 -1.6
H -0.0711 0.8056 2.4965 -0.2 -0.2 -0.2
H 1.3751 -0.4446 1.1403 0.7 -0.8 0.3
H 0.3162 1.9330 -0.3235 -0.2 1.5 -1.1
H -1.0396 -1.6481 -2.4137 1.3 1.8 -1.4
H -2.3654 -2.5606 -2.1036 0.4 -0.1 -0.3
```
Forces are in eV/Å.

## Properties
- HOMO level: -8.53 eV
- 2S+1: 1

Atomic partial charges in e from the Mulliken method, atoms 1 to 4: number 1, B, carries -0.265; number 2, C, carries -0.918; number 3, C, carries -0.262; number 4, C, carries -0.616



No. 8
This record from OMol25 describes a gas-phase ion, C5H10BrN3O2 (charge +2). The level of theory is ωB97M-V/def2-TZVPD.

The geometry in XYZ format:
```
21
Properties=species:S:1:pos:R:3:forces:R:3
C 1.9486 0.5274 -0.4686 -3.9 -2.2 -1.1
C 0.9480 -0.8158 -0.9306 -0.6 6.4 1.8
C 1.6221 2.9543 0.0468 1.0 -1.3 -0.2
C -2.1540 -1.6857 0.1146 0.4 0.2 0.0
C -1.2932 -1.5284 -1.1166 -1.4 -1.0 -0.1
N 0.7135 3.8847 0.1075 -0.7 0.9 0.1
N 3.1806 0.2173 -0.3685 4.0 -1.8 0.1
N 1.2685 1.6839 -0.2963 -1.2 1.1 0.1
O 1.5575 -1.7952 -1.1698 1.8 -3.0 -0.8
O -0.2782 -0.4718 -0.8803 0.5 0.1 -0.1
Br 3.4064 3.4029 0.4435 -0.8 -0.2 -0.2
H -2.8900 -2.4612 -0.0860 -0.1 -0.1 -0.1
H -1.5639 -1.9948 0.9764 0.0 -0.1 0.0
H -2.6849 -0.7688 0.3568 -0.1 0.1 0.0
H -1.8696 -1.1837 -1.9767 0.2 0.0 0.1
H -0.7690 -2.4557 -1.3606 0.1 0.2 -0.1
H -0.2738 3.7320 -0.0986 0.3 -0.1 0.0
H 0.9546 4.8411 0.3704 0.1 -0.4 -0.1
H 3.4029 -0.7684 -0.5787 0.4 1.0 0.3
H 3.9626 0.8194 -0.1106 -0.5 -0.1 -0.1
H 0.2639 1.5365 -0.4728 0.4 0.2 0.1
```
Forces are in eV/Å.

## Properties
- Net charge: +2
- HOMO level (spin up / spin down): -14.90 / -19.07 eV
- 2S+1: 3

Atomic partial charges in e from the Mulliken method, atoms 1 to 4: number 1, C, carries 0.250; number 2, C, carries 0.744; number 3, C, carries 0.775; number 4, C, carries -1.117